No. 1
ORCA calculation (the ωB97M-V functional and the def2-TZVPD basis) on C25H32As2ClO11Os as an isolated structure at a distorted geometry.

Last column: Mulliken spin population.
Geometry (Å):
Os 0.2188 0.1112 -0.1227  2.085
C 2.6482 2.8313 0.9020  0.009
C 2.4168 1.3479 0.9450  0.069
C 1.6899 0.7643 2.0046  -0.023
C 1.4555 -0.6072 2.0801  0.072
C 0.6997 -1.1835 3.2398  0.008
C 1.9255 -1.4227 1.0265  0.001
C 2.6447 -0.8758 -0.0487  -0.071
C 3.1326 -1.7435 -1.1725  -0.009
C 2.8871 0.5205 -0.0637  0.033
H 1.8323 3.3299 0.3749  0.004
H 3.5754 3.0655 0.3827  -0.001
H 2.7057 3.2472 1.9070  0.000
H 1.3051 1.4060 2.7892  0.005
H -0.3660 -1.2431 3.0241  -0.003
H 0.8380 -0.5674 4.1277  0.001
H 1.0422 -2.1918 3.4658  -0.001
H 1.7493 -2.4906 1.0633  0.008
H 2.3401 -1.8786 -1.9110  -0.007
H 3.4257 -2.7259 -0.8056  0.002
H 3.9855 -1.2888 -1.6723  0.001
H 3.4290 0.9597 -0.8921  0.014
O -0.0968 -0.2201 -1.8050  0.738
C -4.0804 1.5484 4.7219  -0.003
O -3.7606 0.2526 4.1739  0.037
C -3.2157 0.1742 2.9775  0.074
O -2.9834 1.4730 2.4268  0.012
C -2.8317 -0.9870 2.3853  -0.055
C -3.3499 -2.2251 2.9223  0.663
As -5.2934 -2.1994 2.6982  -0.022
C -5.8636 -3.8234 3.6256  -0.003
C -5.0155 -2.8496 0.8312  -0.010
C -3.9654 -2.5605 0.0611  0.103
As -2.3529 -1.3893 0.4098  0.125
C -3.4153 -0.1523 -0.7813  -0.010
C -3.6887 -2.9449 -1.3664  0.007
O -2.5597 -2.7750 -1.7902  0.011
O -4.6906 -3.3623 -2.1009  -0.001
C -4.3592 -3.7180 -3.4581  0.000
C -6.1367 -3.7715 0.4109  0.016
O -6.0814 -4.7017 -0.3374  0.007
O -7.2539 -3.4140 1.0725  -0.002
C -8.4018 -4.2401 0.8129  0.000
C -2.6463 -3.5014 2.7241  0.070
O -3.1616 -4.5923 2.6962  0.107
O -1.3083 -3.3394 2.5683  0.004
C -0.5967 -4.5647 2.3421  -0.004
H -4.5150 1.3414 5.6930  0.000
H -4.8057 2.0609 4.0915  0.001
H -3.1787 2.1472 4.8364  0.002
H -5.4819 -3.7446 4.6433  -0.001
H -5.4843 -4.7283 3.1637  0.000
H -6.9504 -3.8321 3.6521  0.000
H -4.4523 -0.0895 -0.4599  0.001
H -3.3595 -0.4853 -1.8152  0.013
H -2.9693 0.7722 -0.7773  -0.002
H -5.2944 -4.0436 -3.8993  0.000
H -3.6286 -4.5232 -3.4596  0.000
H -3.9543 -2.8562 -3.9839  0.000
H -9.2037 -3.8196 1.4106  0.000
H -8.1953 -5.2672 1.1068  0.000
H -8.6529 -4.2111 -0.2449  0.000
H 0.4493 -4.2858 2.2455  0.001
H -0.9489 -5.0476 1.4321  0.002
H -0.7316 -5.2438 3.1811  0.002
Cl -4.3530 3.2612 0.0406  0.000
C -2.6309 3.3809 0.4111  -0.003
C -1.8708 2.0732 0.4762  -0.060
O -2.0181 1.1791 1.4284  0.023
O -0.9198 1.9216 -0.3049  -0.038
H -2.5447 3.8734 1.3802  0.001
H -2.1404 3.9736 -0.3523  0.000

Its multiplicity is 5. The molecular weight comes out at 884.05 g mol⁻¹. For the energy, the calculation gives -6821.3242 a.u. Its net charge is +1. Its lowest unoccupied orbital energy (alpha / beta) is -0.1129 / -0.1358 Ha. The calculation puts the energy above the lowest of the compared OMol25 structures with the same formula, charge and spin at 7.3408 eV. The HOMO-LUMO gap (alpha / beta) is 0.2632 / 0.2664 Ha.



No. 2
ORCA calculation (the ωB97M-V functional and the def2-TZVPD basis) on C31H35BrHfN5O6SSi as an isolated structure.

Last column: Löwdin charge in e.
Geometry (Å):
Hf -0.8496 -0.0439 0.8968  1.629
C 5.5766 4.3921 2.9408  -0.037
C 4.1909 3.8938 2.6569  -0.250
C 3.1029 4.3574 3.3980  -0.016
C 1.8167 3.9369 3.1155  -0.039
C 1.6167 3.0290 2.0828  -0.292
C 2.6781 2.5490 1.3315  -0.053
C 3.9589 2.9856 1.6262  -0.019
S -0.0235 2.4972 1.7690  0.653
O -0.9179 3.6074 1.8996  -0.245
O 0.0502 1.8369 0.4012  -0.420
N -0.3686 1.2240 2.6227  -0.298
C -1.3865 1.1252 3.6610  -0.132
C -2.3169 -0.0884 3.4196  -0.595
O -3.0188 -0.5019 4.2975  0.124
O -2.2912 -0.6009 2.1875  -0.197
H 5.6984 4.6461 3.9926  0.084
H 5.7778 5.2930 2.3578  0.095
H 6.3277 3.6509 2.6725  0.083
H 3.2672 5.0636 4.2018  0.124
H 0.9776 4.3172 3.6831  0.122
H 2.5053 1.8568 0.5185  0.111
H 4.7917 2.6199 1.0391  0.122
H -2.0082 2.0242 3.6963  0.121
H -0.9383 0.9949 4.6461  0.130
C -3.7288 2.1555 1.3679  0.003
O -2.7980 1.5194 0.4655  -0.185
C -2.9174 1.8614 -0.8607  -0.213
C -3.3933 3.0600 -1.3490  -0.027
C -3.4330 3.2318 -2.7304  -0.659
Br -4.0519 4.8720 -3.4208  0.803
C -3.0317 2.2372 -3.5989  -0.044
C -2.5649 1.0205 -3.1009  -0.064
C -2.4987 0.8676 -1.7303  -0.149
O -1.9660 -0.2548 -1.0890  -0.105
C -2.1088 -0.0431 -4.0008  -0.295
N -1.3704 0.1333 -5.0475  0.205
C -1.1194 -1.1421 -5.5378  -0.223
C -0.3777 -1.5336 -6.6502  -0.002
C -0.2909 -2.8852 -6.9133  -0.077
C -0.9225 -3.8346 -6.0959  -0.078
C -1.6542 -3.4637 -4.9843  -0.020
C -1.7304 -2.1020 -4.7227  -0.197
N -2.3341 -1.3812 -3.6976  0.146
H -3.3265 3.1114 1.6973  0.095
H -3.8663 1.4761 2.2029  0.093
H -4.6824 2.2880 0.8601  0.116
H -3.7074 3.8503 -0.6834  0.122
H -3.0683 2.3824 -4.6689  0.123
H -1.5709 -0.8637 -1.7458  0.050
H 0.1048 -0.7966 -7.2765  0.117
H 0.2743 -3.2277 -7.7695  0.106
H -0.8311 -4.8837 -6.3431  0.107
H -2.1341 -4.1994 -4.3525  0.112
H -3.1387 -1.7012 -3.1807  0.171
N 2.3689 -4.1637 4.7096  0.155
C 1.6997 -3.2861 3.9378  -0.301
C 2.2215 -2.0161 3.6420  0.007
C 1.4999 -1.1586 2.8532  -0.137
N 0.2986 -1.4548 2.3298  -0.124
C -0.2020 -2.6722 2.6129  -0.132
C 0.4437 -3.5974 3.3891  0.013
H 3.2630 -3.9327 5.1025  0.114
H 1.9811 -5.0637 4.9260  0.115
H 3.1821 -1.7051 4.0289  0.121
H 1.8901 -0.1721 2.6329  0.110
H -1.1801 -2.8961 2.2060  0.121
H -0.0259 -4.5524 3.5810  0.123
C 1.0483 -0.9341 -2.3692  -0.213
Si 0.6164 -1.7959 -0.7203  0.463
C -0.4792 -3.3017 -1.1663  -0.228
C 2.2418 -2.5119 -0.0679  -0.227
H 1.7126 -1.5840 -2.9470  0.039
H 1.5700 0.0130 -2.2157  0.026
H 0.2011 -0.7240 -3.0271  -0.004
H -0.0721 -3.8196 -2.0391  0.031
H -1.5251 -3.0726 -1.3898  0.005
H -0.4878 -4.0152 -0.3385  0.019
H 2.7038 -3.1383 -0.8351  0.036
H 2.0906 -3.1341 0.8166  0.011
H 2.9607 -1.7314 0.1899  0.024

The molecular weight comes out at 892.20 g mol⁻¹. For the energy, the calculation gives -5237.2155 a.u. Its net charge is +1. Its lowest unoccupied orbital energy is -0.0821 Ha. The calculation puts the energy above the lowest of the compared OMol25 structures with the same formula, charge and spin at 0.0000 eV. The HOMO-LUMO gap is 0.2950 Ha.



No. 3
ORCA calculation (the ωB97M-V functional and the def2-TZVPD basis) on a 4-piece molecular cluster, C8H8F4NO2 overall at a distorted geometry.

Last column: natural (NBO) charge in e.
Geometry (Å):
C -1.1487 -1.0260 1.4871  -0.186
C -0.1743 -1.9719 1.4907  -0.178
C -0.4268 -0.1542 -0.7314  0.033
C 0.6183 -1.0962 -0.8635  -0.230
C -1.2204 -0.0313 0.3756  0.132
C 0.8158 -1.9369 0.3515  0.497
C 1.3291 -1.3766 -1.9256  -0.086
C 3.1317 1.1326 0.0572  1.148
N -1.9687 1.0460 0.5546  -0.346
O 1.7033 -2.7184 0.3792  -0.462
O 2.1161 1.4713 -0.3977  -0.550
F 4.2578 1.7745 0.2372  -0.273
F 3.4380 -0.0994 0.5254  -0.320
F -3.4396 2.6033 -1.2416  -0.596
F -0.9106 2.1213 1.4660  -0.356
H -1.8235 -0.7869 2.2327  0.223
H 0.0921 -2.7372 2.2287  0.273
H -0.4141 0.7325 -1.3572  0.241
H 0.9349 -0.9823 -2.8587  0.225
H 2.1648 -2.0419 -1.7965  0.257
H -2.6062 1.1321 1.4269  0.470
H -2.3311 1.6839 -0.1370  0.475
H -4.1379 3.2619 -1.5036  0.611

The molecular weight comes out at 226.15 g mol⁻¹. For the energy, the calculation gives -913.9195 a.u. Its net charge is +1. Its lowest unoccupied orbital energy (alpha / beta) is -0.2528 / -0.2347 Ha. The calculation puts the energy above the lowest of the compared OMol25 structures with the same formula, charge and spin at 0.2029 eV. The HOMO-LUMO gap (alpha / beta) is 0.2558 / 0.2618 Ha.



No. 4
ORCA calculation (the ωB97M-V functional and the def2-TZVPD basis) on one molecule with the formula C9H9FO4S at a distorted geometry.

Last column: natural (NBO) charge in e.
Geometry (Å):
C 2.3814 0.6458 0.9657  -0.382
C -2.1981 -2.5548 0.2996  -0.080
C -0.4204 2.2215 -1.0688  -0.249
C 1.1771 0.1413 0.7776  -0.166
C -2.9100 -1.2915 0.2307  0.154
C -0.6235 0.9232 -0.6731  -0.141
C -1.9003 0.5708 -0.3166  -0.223
C -4.2397 -0.8637 0.3158  0.607
C 0.5371 -0.0354 -0.5689  -0.463
O -5.1587 -1.6149 0.5600  -0.474
O -3.1424 2.2396 1.1593  -0.895
O -3.6413 2.3551 -1.2460  -0.894
O -4.4831 0.4630 0.0717  -0.681
F -1.5050 -2.8303 -0.8637  -0.346
S -3.3249 1.5771 -0.0925  2.335
H 2.7993 0.7578 1.9503  0.205
H 3.0087 0.9476 0.1440  0.191
H -1.4504 -2.5851 1.1029  0.205
H -2.9306 -3.3631 0.4324  0.218
H 0.5674 2.5697 -1.3216  0.202
H -1.2471 2.9072 -1.1438  0.214
H 0.5648 -0.1489 1.6201  0.199
H 0.1792 -1.0591 -0.6807  0.239
H 1.2566 0.1809 -1.3577  0.225

The molecular weight comes out at 232.23 g mol⁻¹. For the energy, the calculation gives -1147.1104 a.u. Its net charge is 0. Its lowest unoccupied orbital energy (alpha / beta) is -0.0547 / -0.0932 Ha. The calculation puts the energy above the lowest of the compared OMol25 structures with the same formula, charge and spin at 3.9720 eV. The HOMO-LUMO gap (alpha / beta) is 0.3242 / 0.2388 Ha.